(1)
Molecular formula: C17H16BNO3S
Method: DFT, the ωB97M-V functional and the def2-TZVPD basis

```
39
C17H16BNO3S, DFT the ωB97M-V functional and the def2-TZVPD basis
O -1.564 -2.181 3.332
O -4.519 -0.802 -2.218
O -4.526 0.804 -4.106
S -2.853 2.402 -1.296
B -3.975 0.316 -2.924
C -0.652 -2.677 2.690
C -2.688 0.924 -2.259
C -1.399 0.522 -2.290
C -0.433 3.434 -0.262
C 1.421 -2.439 1.322
C 0.449 -0.487 2.297
C 2.393 -1.672 0.782
C 1.464 0.284 1.749
C 0.936 3.283 -0.192
C 0.848 1.207 -1.407
C -1.139 2.449 -1.004
C 0.424 -1.871 2.086
C -0.481 1.411 -1.640
C 2.427 -0.303 0.970
C 1.540 2.138 -0.697
N 3.136 0.414 0.034
C -0.521 -4.192 2.701
C 2.950 1.830 -0.275
H -4.279 -0.909 -1.267
H -4.123 1.509 -4.577
H -1.145 -0.351 -2.810
H -0.909 4.244 0.294
H 1.311 -3.466 1.176
H -0.441 -0.040 2.799
H 3.116 -2.083 0.087
H 1.348 1.338 1.759
H 1.544 3.918 0.405
H 1.287 0.232 -1.737
H 3.549 -0.086 -0.796
H 0.419 -4.427 3.162
H -0.511 -4.520 1.683
H -1.301 -4.712 3.213
H 3.445 2.065 -1.248
H 3.450 2.491 0.461
```

The structure (SMILES) is CC(=O)c1ccc(NCc2ccc3sc(B(O)O)cc3c2)cc1. The gap between HOMO and LUMO is 0.313 Eh. The electronic energy is -37035.0292 eV. The value obtained for the LUMO energy is 0.384 eV.

***

(2)
Molecular formula: C10H11BrN5O6PS
Method: DFT, the ωB97M-V functional and the def2-TZVPD basis

```
35
C10H11BrN5O6PS, DFT the ωB97M-V functional and the def2-TZVPD basis
S 1.998 -5.242 -2.529
Br -2.451 -1.220 -1.811
N -3.582 0.556 0.080
N -3.553 3.308 2.634
N -1.350 2.826 1.562
O 0.753 0.603 1.702
O 2.578 -1.384 0.522
O 0.363 0.408 -1.934
O 2.529 -3.902 -0.377
O 4.586 -4.213 -1.760
O 2.512 -2.434 -2.614
C -2.513 0.259 -0.600
C 0.841 0.322 0.371
C 1.717 -0.634 -0.245
C -2.238 3.439 2.377
C -4.014 2.281 1.844
C -1.908 1.909 0.805
C -3.209 1.611 0.921
N -1.819 4.481 3.187
N -1.385 0.959 -0.119
C 1.180 -1.914 -2.231
C 0.024 1.032 -0.595
C 1.417 -0.561 -1.695
P 3.029 -3.869 -1.843
H -0.089 1.007 1.963
H 2.436 -1.159 1.475
H 2.822 -3.046 0.056
H 4.427 -5.176 -1.774
H -5.060 2.063 1.870
H -2.537 5.086 3.475
H -1.039 4.959 2.778
H 0.409 -1.880 -3.140
H 0.530 -2.381 -1.430
H 0.301 2.010 -0.741
H 2.293 -0.103 -2.187
```

The structure (SMILES) is Nc1ncc2nc(Br)n([C@@H]3O[C@H](COP(O)(O)=S)C(O)=C3O)c2n1. Its relative energy (zero: lowest compared OMol25 entry of this formula, charge and spin) is 260.8 kJ/mol. The gap between HOMO and LUMO is 0.317 Eh. The electronic energy is -120449.3338 eV. The value obtained for the LUMO energy is -0.072 eV.

***

(3)
Molecular formula: C55H64CoN12O3PS3Te
Method: DFT, the ωB97M-V functional and the def2-TZVPD basis

```
140
C55H64CoN12O3PS3Te, DFT the ωB97M-V functional and the def2-TZVPD basis
Co -0.069 -0.179 -1.712
N 1.721 -0.567 -2.910
C 2.846 0.365 -3.005
C 2.363 1.764 -3.396
N 1.565 2.351 -2.334
C 0.335 3.020 -2.716
C -0.611 3.044 -1.513
N -1.078 1.684 -1.205
H 1.994 -1.432 -2.439
H 1.392 -0.817 -3.840
H 3.589 0.018 -3.733
H 3.325 0.431 -2.023
H 1.800 1.704 -4.336
H 3.233 2.406 -3.585
H 1.319 1.625 -1.654
H -0.181 2.524 -3.552
H 0.559 4.048 -3.026
H -1.450 3.714 -1.730
H -0.073 3.440 -0.646
H -2.024 1.552 -1.550
H -1.090 1.540 -0.196
N -0.750 -0.228 0.988
S -1.384 -0.632 2.359
N -1.327 0.401 3.466
S 0.284 1.383 3.428
N 1.898 2.266 3.304
S 2.324 2.408 1.853
N 1.356 1.861 0.766
C 3.949 1.615 1.666
C 4.767 1.886 0.583
C 5.959 1.194 0.443
C 6.324 0.234 1.374
C 5.499 -0.032 2.456
C 4.307 0.660 2.602
C 2.595 4.119 1.340
C 2.454 4.406 -0.007
C 2.606 5.716 -0.435
C 2.884 6.721 0.477
C 3.024 6.419 1.823
C 2.890 5.109 2.261
C -0.608 2.883 2.974
C -1.639 2.828 2.054
C -2.301 3.989 1.690
C -1.935 5.202 2.246
C -0.899 5.249 3.166
C -0.229 4.094 3.527
C 0.247 1.573 5.221
C 1.426 1.749 5.924
C 1.391 1.879 7.303
C 0.186 1.822 7.981
C -0.991 1.651 7.270
C -0.965 1.532 5.891
C -3.067 -1.005 1.829
C -3.194 -2.049 0.927
C -4.449 -2.374 0.443
C -5.557 -1.650 0.857
C -5.418 -0.610 1.762
C -4.165 -0.283 2.260
C -0.894 -2.221 3.090
C 0.441 -2.557 3.217
C 0.796 -3.667 3.968
C -0.180 -4.423 4.600
C -1.513 -4.062 4.495
C -1.869 -2.952 3.750
H 4.483 2.635 -0.140
H 6.607 1.400 -0.396
H 7.247 -0.312 1.252
H 5.779 -0.781 3.183
H 3.653 0.490 3.448
H 2.207 3.613 -0.701
H 2.498 5.948 -1.484
H 2.999 7.743 0.140
H 3.228 7.208 2.532
H 3.000 4.851 3.305
H -1.932 1.872 1.651
H -3.122 3.939 0.990
H -2.458 6.106 1.971
H -0.619 6.189 3.618
H 0.588 4.123 4.232
H 2.357 1.806 5.385
H 2.310 2.022 7.852
H 0.165 1.912 9.058
H -1.936 1.608 7.793
H -1.870 1.382 5.324
H -2.312 -2.590 0.614
H -4.563 -3.190 -0.254
H -6.537 -1.901 0.479
H -6.284 -0.053 2.084
H -4.025 0.508 2.981
H 1.196 -1.939 2.737
H 1.835 -3.934 4.088
H 0.095 -5.285 5.188
H -2.274 -4.634 5.006
H -2.901 -2.646 3.694
C -3.283 -0.899 -2.722
C -2.464 -0.353 -3.829
N -1.205 0.008 -3.706
C -0.804 0.434 -4.940
C -1.837 0.342 -5.813
N -2.897 -0.159 -5.102
C -4.119 -0.597 -5.735
N -3.783 -1.477 -6.811
N -3.992 -1.158 -8.106
N -3.430 -1.993 -8.861
C -2.771 -2.920 -8.102
C -1.961 -4.002 -8.441
C -1.384 -4.699 -7.406
C -1.614 -4.366 -6.063
C -2.422 -3.311 -5.702
C -2.990 -2.590 -6.744
H -2.606 -1.149 -1.904
H -3.814 -1.801 -3.025
H -4.021 -0.176 -2.374
H 0.190 0.776 -5.136
H -1.916 0.574 -6.853
H -4.661 0.252 -6.167
H -4.752 -1.100 -4.995
H -1.796 -4.265 -9.473
H -0.729 -5.529 -7.621
H -1.144 -4.947 -5.285
H -2.585 -3.055 -4.668
C -1.131 -5.911 1.192
C 0.147 -5.314 0.616
O -0.166 -4.295 -0.306
P 0.356 -2.736 -0.125
O -0.410 -2.108 -1.270
Te 1.201 -0.132 0.641
O 1.896 -2.799 -0.854
C 2.949 -3.498 -0.233
C 4.233 -2.688 -0.326
H -0.912 -6.826 1.735
H -1.817 -6.133 0.380
H -1.613 -5.206 1.866
H 0.719 -6.078 0.076
H 0.774 -4.925 1.429
H 3.077 -4.464 -0.737
H 2.714 -3.692 0.821
H 4.512 -2.551 -1.366
H 5.029 -3.209 0.197
H 4.084 -1.707 0.127
```

As for the total charge: +1. As for the spin multiplicity: 2. Its relative energy (zero: lowest compared OMol25 entry of this formula, charge and spin) is 178.1 kJ/mol. The gap between HOMO and LUMO (alpha / beta) is 0.245 / 0.280 Eh. The electronic energy is -168801.1057 eV. The value obtained for the LUMO energy (alpha / beta) is -2.879 / -1.894 eV.

***

(4)
Molecular formula: CH3Cl2OSn
Method: DFT, the ωB97M-V functional and the def2-TZVPD basis

```
8
CH3Cl2OSn, DFT the ωB97M-V functional and the def2-TZVPD basis
Sn -14.276 -1.463 4.983
O -11.751 -0.731 4.165
H -11.071 -0.041 4.156
C -8.505 -1.319 5.785
Cl -8.178 -2.446 7.125
Cl -7.472 0.110 5.984
H -8.279 -1.818 4.847
H -9.525 -0.958 5.696
```

As for the total charge: +1. Its relative energy (zero: lowest compared OMol25 entry of this formula, charge and spin) is 184.5 kJ/mol. The gap between HOMO and LUMO is 0.176 Eh. The electronic energy is -33997.7214 eV. The value obtained for the LUMO energy is -8.203 eV.

***

(5)
Molecular formula: C3H13N2OS2
Method: DFT, the ωB97M-V functional and the def2-TZVPD basis

```
21
C3H13N2OS2, DFT the ωB97M-V functional and the def2-TZVPD basis
S 2.861 2.984 1.608
S 2.109 1.476 0.632
C 0.607 1.492 -0.284
C 0.304 0.043 -0.515
C -0.639 -0.105 -1.675
N -0.642 -1.608 -1.925
N -0.236 -0.512 0.756
H 3.694 3.758 0.748
H 0.713 2.228 -1.159
H -0.185 2.161 0.252
H 1.175 -0.673 -0.782
H -0.128 0.391 -2.595
H -1.726 0.295 -1.585
H 0.351 -1.902 -2.162
H -0.996 -1.973 -2.884
H -0.827 0.179 1.340
H 0.358 -0.755 1.537
H -0.970 -1.299 0.486
H -1.436 -2.644 2.835
H -2.612 -1.751 2.933
O -1.776 -1.783 2.438
```

As for the total charge: +1. Its relative energy (zero: lowest compared OMol25 entry of this formula, charge and spin) is 255.0 kJ/mol. The gap between HOMO and LUMO is 0.344 Eh. The electronic energy is -30011.9393 eV. The value obtained for the LUMO energy is -2.993 eV.

***

(6)
Molecular formula: C2H6O2P
Method: DFT, the ωB97M-V functional and the def2-TZVPD basis

```
11
C2H6O2P, DFT the ωB97M-V functional and the def2-TZVPD basis
C -0.315 -1.646 -0.352
C -0.414 1.693 -0.002
O 2.079 0.143 0.179
O 1.216 -0.082 1.378
P 0.314 0.052 0.100
H 0.317 -2.506 -0.237
H -0.623 -1.697 -1.329
H -1.084 -1.869 0.320
H -0.523 2.029 1.001
H -1.326 1.683 -0.631
H 0.360 2.201 -0.427
```

As for the total charge: +1. Its relative energy (zero: lowest compared OMol25 entry of this formula, charge and spin) is 318.8 kJ/mol. The gap between HOMO and LUMO is 0.378 Eh. The electronic energy is -15543.8619 eV. The value obtained for the LUMO energy is -5.953 eV.

***

(7)
Molecular formula: C5H7N
Method: DFT, the ωB97M-V functional and the def2-TZVPD basis

```
13
C5H7N, DFT the ωB97M-V functional and the def2-TZVPD basis
N -0.294 3.106 -0.508
C -0.413 1.955 -0.465
C -0.592 0.504 -0.408
C 0.607 -0.368 -0.871
C 0.503 -1.206 0.434
C -0.469 -0.152 1.006
H -1.498 0.285 -0.983
H 0.468 -0.832 -1.853
H 1.533 0.207 -0.895
H 0.057 -2.202 0.347
H 1.433 -1.315 0.999
H 0.028 0.536 1.694
H -1.363 -0.540 1.503
```

The structure (SMILES) is N#CC1CCC1. Its relative energy (zero: lowest compared OMol25 entry of this formula, charge and spin) is 96.7 kJ/mol. The gap between HOMO and LUMO is 0.446 Eh. The electronic energy is -6787.5102 eV. The value obtained for the LUMO energy is 0.940 eV.

***

Q: electronic energy of number 5 (C3H13N2OS2)?
A: -30011.9393 eV

***

Q: Look up the electronic energy of the sixth one.
A: -15543.8619 eV